{
  "formula": "C8H72BrNO32SSi",
  "method": "ωB97M-V/def2-TZVPD",
  "species": ["N", "C", "C", "Si", "C", "C", "C", "C", "S", "O", "O", "O", "C", "C", "O", "Br", "H", "H", "H", "H", "H", "H", "H", "H", "H", "H", "H", "H", "H", "H", "H", "H", "O", "H", "H", "O", "H", "H", "O", "H", "H", "O", "H", "H", "O", "H", "H", "O", "H", "H", "O", "H", "H", "O", "H", "H", "O", "H", "H", "O", "H", "H", "O", "H", "H", "O", "H", "H", "O", "H", "H", "O", "H", "H", "O", "H", "H", "O", "H", "H", "O", "H", "H", "O", "H", "H", "O", "H", "H", "O", "H", "H", "O", "H", "H", "O", "H", "H", "O", "H", "H", "O", "H", "H", "O", "H", "H", "O", "H", "H", "O", "H", "H", "O", "H", "H"],
  "xyz": [[2.051, -2.814, 1.850], [0.989, -2.024, 2.240], [-0.157, -1.465, 1.210], [0.543, -0.385, -0.251], [2.416, -0.566, -0.546], [2.944, -1.742, -1.511], [1.875, -2.799, -2.123], [1.073, -2.256, -3.488], [-0.734, -2.746, -3.538], [-1.019, -3.868, -4.607], [-1.562, -1.456, -3.905], [-1.371, -3.316, -2.063], [0.215, 1.490, 0.197], [-0.292, 2.355, -1.101], [-0.906, 3.537, -0.837], [-0.041, 1.825, -3.033], [1.995, -3.012, 0.826], [0.881, -1.736, 3.386], [-0.895, -0.749, 1.816], [-0.811, -2.368, 0.853], [-0.310, -0.681, -1.410], [2.958, -0.680, 0.507], [2.813, 0.472, -0.982], [3.557, -1.245, -2.407], [3.756, -2.373, -0.906], [2.519, -3.719, -2.534], [1.137, -3.297, -1.339], [1.100, -1.065, -3.410], [1.631, -2.542, -4.476], [-1.783, -2.582, -1.515], [-0.540, 1.576, 1.107], [1.269, 1.897, 0.577], [2.285, 2.768, -5.233], [1.535, 2.692, -5.842], [2.229, 3.679, -4.905], [-1.842, 4.549, -4.711], [-1.512, 3.814, -4.172], [-1.800, 5.313, -4.117], [5.072, -2.593, 3.179], [4.322, -2.670, 2.570], [5.016, -1.683, 3.506], [-2.596, 0.141, -1.247], [-2.207, -0.170, -2.078], [-2.818, 1.067, -1.425], [0.534, 2.678, -7.581], [0.219, 3.100, -8.394], [0.818, 1.798, -7.868], [-5.314, 1.770, -2.024], [-5.628, 2.192, -2.838], [-5.029, 0.890, -2.312], [-0.030, -0.149, 4.793], [0.676, 0.466, 5.046], [-0.526, -0.286, 5.614], [-1.131, 1.193, -9.524], [-0.663, 0.353, -9.647], [-1.749, 1.012, -8.799], [0.571, -2.125, 6.788], [1.270, -1.942, 7.433], [0.979, -2.755, 6.174], [5.768, -2.908, -1.135], [6.200, -2.854, -0.269], [6.292, -3.566, -1.616], [-0.063, 5.759, 1.146], [-0.619, 5.150, 0.636], [0.839, 5.539, 0.868], [-0.781, -6.136, -1.471], [-0.392, -6.448, -2.302], [-1.003, -5.210, -1.649], [-3.244, 0.299, 4.891], [-3.800, -0.310, 4.381], [-2.342, 0.079, 4.613], [7.959, -4.726, -0.291], [7.991, -5.689, -0.184], [8.570, -4.395, 0.384], [-2.355, 7.515, 2.652], [-1.923, 7.569, 3.518], [-1.831, 6.857, 2.171], [-2.218, -0.516, -7.503], [-2.138, -1.475, -7.614], [-2.267, -0.394, -6.543], [-3.074, -2.645, 2.969], [-3.389, -2.223, 2.156], [-2.790, -3.525, 2.682], [2.854, -2.817, 4.963], [2.298, -3.425, 4.454], [3.757, -3.036, 4.686], [-5.756, -1.042, -3.014], [-5.288, -1.882, -3.138], [-6.373, -1.223, -2.290], [-3.970, 1.634, 2.373], [-4.382, 1.778, 3.238], [-3.643, 2.511, 2.120], [2.390, -0.356, 8.656], [1.978, -0.212, 9.521], [2.717, 0.521, 8.403], [0.068, 2.774, 2.547], [-0.344, 2.919, 3.412], [0.395, 3.651, 2.294], [4.036, 0.165, 2.881], [3.624, 0.309, 3.746], [4.363, 1.042, 2.628], [-6.467, 2.135, 4.346], [-6.685, 3.070, 4.478], [-7.324, 1.686, 4.395], [-4.249, 0.683, -10.801], [-3.434, 0.500, -10.309], [-4.297, 1.651, -10.821], [-1.155, 2.660, 5.893], [-1.372, 3.595, 6.024], [-2.012, 2.210, 5.942], [3.722, -4.944, 0.985], [3.262, -4.696, 1.800], [3.901, -5.890, 1.097], [-0.391, 7.143, 5.313], [0.275, 6.858, 4.671], [0.130, 7.512, 6.042]],
  "mulliken_charge": [-0.1751, -0.4051, 0.1764, -0.5734, 0.3759, -0.3559, -0.4461, -0.3250, 1.1608, -0.6344, -0.6245, -0.5123, -0.0076, 0.0568, -0.6539, -0.0812, 0.0983, 0.0087, 0.0887, 0.1447, 0.0200, -0.0062, 0.4134, 0.3326, -0.2070, 0.3886, 0.2699, 0.0383, 0.4644, 0.3149, 0.2572, 0.3369, -0.6015, 0.3269, 0.3120, -0.6218, 0.2644, 0.3018, -0.7208, 0.3524, 0.3301, -0.4258, 0.2732, 0.2263, -0.6458, 0.2901, 0.2992, -0.6163, 0.3159, 0.3180, -0.3730, 0.1714, 0.2462, -0.6337, 0.2924, 0.3490, -0.5651, 0.2859, 0.3081, -0.5581, 0.2719, 0.2476, -0.6115, 0.3956, 0.2679, -0.6188, 0.3179, 0.3418, -0.6177, 0.2569, 0.3160, -0.5879, 0.2972, 0.3034, -0.6449, 0.3247, 0.3099, -0.5950, 0.2865, 0.2907, -0.5978, 0.3076, 0.2736, -0.6273, 0.3021, 0.3107, -0.6323, 0.3106, 0.3197, -0.5322, 0.2805, 0.2574, -0.6120, 0.3103, 0.3014, -0.4381, 0.2242, 0.2284, -0.6097, 0.2990, 0.2660, -0.5815, 0.3011, 0.2925, -0.6463, 0.3506, 0.3152, -0.5883, 0.2811, 0.3178, -0.5371, 0.3069, 0.2617, -0.6371, 0.3165, 0.3122],
  "e_homo_ev": -10.287,
  "gap_ev": 9.87,
  "molar_mass_da": 834.70
}